Record 1
C11H20BrCrIN3O11P2 | ωB97M-V with the def2-TZVPD basis set

Geometry as ORCA input:
```
! RIJCOSX wB97M-V def2-TZVPD def2/J DEFGRID3
* xyz 0 2
Cr -0.6532 -0.0225 -0.7568
N -0.2157 1.2805 0.9713
C -1.4626 1.8567 1.4914
C -2.6055 1.3110 0.6364
O -3.5904 2.0246 0.3813
O -2.4304 0.1297 0.1992
H 0.2435 0.7032 1.6692
H 0.4514 1.9984 0.7172
H -1.4758 2.9427 1.4336
H -1.6431 1.5525 2.5240
C 1.0188 -2.7918 3.9865
C 0.7993 -1.7138 2.9372
O 0.2572 -0.5060 3.4625
P 2.4064 -1.2991 2.1217
O 3.4899 -1.2532 3.2968
O 2.8326 -2.6322 1.3920
O 2.4464 -0.0531 1.3391
P -0.2744 -2.3939 1.5590
O -1.7183 -2.0301 2.1852
O -0.0270 -3.8391 1.3922
O -0.1044 -1.5801 0.2778
H 1.7715 -2.4789 4.7090
H 1.3552 -3.7070 3.5030
H 0.0805 -3.0002 4.5033
H -0.6663 -0.6881 3.6841
H 3.7985 -0.3467 3.4260
H 2.0989 -3.2199 1.1086
H -2.3956 -2.6491 1.8767
N -3.7891 1.3228 -2.2155
C -3.0813 2.3969 -2.9471
C -1.6008 2.5130 -2.5242
O -0.9226 3.3631 -3.0655
O -1.2376 1.6973 -1.6097
H -4.7393 1.2129 -2.5567
H -3.8149 1.5453 -1.1604
H -3.2760 0.4276 -2.3328
H -3.5546 3.3580 -2.7560
H -3.0999 2.2023 -4.0180
I 1.3315 -2.9224 -2.3309
C 1.8673 -0.8972 -2.3239
C 3.0646 -0.6375 -2.9801
C 3.5005 0.6632 -3.1263
C 2.7234 1.6738 -2.5879
C 1.5672 1.3366 -1.9271
N 1.1043 0.0789 -1.7921
H 3.6309 -1.4687 -3.3711
H 4.4180 0.8810 -3.6557
H 2.9997 2.7144 -2.6715
H 0.9438 2.1168 -1.5180
Br -1.8221 -1.1725 -2.5571
*
```

## Properties
HOMO-LUMO gap (alpha / beta) = 7.867 / 8.260 eV
LUMO (alpha / beta) = -0.0360 / -0.0182 hartree
electronic energy = -6022.32515 Eh
max |F| = 2.03 eV/A
HOMO (alpha / beta) = -8.85 / -8.75 eV

=====

Record 2
C6H6OS | ωB97M-V with the def2-TZVPD basis set

Geometry as ORCA input:
```
! RIJCOSX wB97M-V def2-TZVPD def2/J DEFGRID3
* xyz 0 1
C 2.7813 -0.6535 0.0185
O 1.4051 -0.9504 -0.0132
C 0.5956 0.1588 0.0061
C 0.7941 1.5063 -0.0501
C -0.4983 2.2168 0.0114
C -1.5084 1.2950 0.0546
C -0.9403 -0.1010 -0.0145
S -1.6615 -1.4984 -0.0003
H 3.3017 -1.6462 -0.0431
H 3.0718 -0.1110 0.9047
H 3.0404 -0.1060 -0.8315
H 1.7211 2.1020 0.0892
H -0.5325 3.2734 -0.0947
H -2.6032 1.5315 -0.0704
*
```

## Properties
HOMO-LUMO gap = 7.149 eV
LUMO = -0.0446 hartree
electronic energy = -705.56724 Eh
max |F| = 3.20 eV/A
SMILES = COC1=CC=CC1=S
HOMO = -8.36 eV

=====

Record 3
C3H3NO | ωB97M-V with the def2-TZVPD basis set

Geometry as ORCA input:
```
! RIJCOSX wB97M-V def2-TZVPD def2/J DEFGRID3
* xyz 0 1
C -0.5127 -1.3880 0.1167
C -1.1833 -0.2636 0.1521
O -1.7557 0.7580 0.1753
H 0.4621 -1.3858 -0.3574
H -0.9136 -2.2785 0.5801
C 1.3178 1.5104 -0.1867
N 2.0978 0.6908 -0.4132
H 0.5708 2.2492 0.0254
*
```

## Properties
HOMO-LUMO gap = 10.303 eV
LUMO = 0.0311 hartree
electronic energy = -246.04731 Eh
max |F| = 1.18 eV/A
SMILES = C=C=O.C#N
HOMO = -9.46 eV

=====

Record 4
C16H17ClHgN5O2S3 | ωB97M-V with the def2-TZVPD basis set

Geometry as ORCA input:
```
! RIJCOSX wB97M-V def2-TZVPD def2/J DEFGRID3
* xyz -2 2
Hg 13.8572 2.4115 7.7517
N 17.7100 4.5776 7.3164
C 16.6078 4.9637 7.9541
N 16.1519 4.0049 8.6884
C 16.9859 2.9412 8.3830
N 18.0080 3.2604 7.6162
C 16.6641 1.6105 8.9009
C 17.5673 0.7925 9.4939
N 17.2206 -0.3961 10.1651
C 15.9335 -0.7166 10.0271
C 15.0377 0.0109 9.2819
N 15.3455 1.2284 8.8182
H 18.0998 4.8918 6.4130
H 16.1278 5.9017 7.8039
H 18.6592 1.1260 9.6378
H 15.6022 -1.6423 10.3902
H 14.0598 -0.4353 9.1005
S 12.1635 3.5091 9.1221
C 10.8486 2.4631 8.8657
C 9.7513 2.5282 9.7967
C 8.6572 1.7157 9.6403
C 8.5530 0.8489 8.5880
C 9.5673 0.7638 7.6630
C 10.7281 1.5762 7.7613
S 12.0052 1.1990 6.5730
H 9.7852 3.2379 10.6314
H 7.8645 1.7429 10.3885
H 7.7120 0.2164 8.5335
H 9.5480 0.0784 6.7756
C 13.1482 1.5369 11.7829
S 12.8925 -0.1501 12.5868
C 11.5968 0.3968 13.7005
H 13.0633 2.3398 12.5522
H 12.3947 1.7296 11.0127
H 14.0917 1.4344 11.3050
H 10.7072 0.7549 13.1090
H 11.9628 1.2339 14.2537
H 11.2923 -0.4522 14.3628
Cl 14.6309 6.7938 3.3651
C 14.1875 6.0279 4.8702
C 15.1429 4.8220 5.1689
O 16.3309 4.8241 4.7331
O 14.6281 3.9890 5.9846
H 13.2000 5.6156 4.7305
H 14.2155 6.7185 5.7313
*
```

## Properties
HOMO-LUMO gap (alpha / beta) = 4.435 / 5.964 eV
LUMO (alpha / beta) = 0.1645 / 0.1644 hartree
electronic energy = -2852.38506 Eh
max |F| = 2.23 eV/A
HOMO (alpha / beta) = 0.04 / -1.49 eV

=====

Record 5
C33H29N3O15P3Tc | ωB97M-V with the def2-TZVPD basis set

Geometry as ORCA input:
```
! RIJCOSX wB97M-V def2-TZVPD def2/J DEFGRID3
* xyz -1 4
Tc 0.4537 0.5058 0.7453
O 0.9755 2.2881 4.3862
C 1.2475 1.6472 3.3864
O 0.3734 1.0705 2.6378
C 2.7084 1.4375 3.0366
C 3.5739 1.5168 4.0961
C 4.9369 1.2646 3.9327
C 5.4417 1.0269 2.6757
C 4.6039 1.0303 1.5751
C 3.1712 1.1430 1.7146
O 2.3865 0.9363 0.7195
N 5.2613 0.8774 0.3175
O 6.3713 0.3831 0.2946
O 4.7606 1.3463 -0.6969
N 5.8297 1.2831 5.0609
O 7.0275 1.1371 4.8595
O 5.3522 1.4429 6.1718
H 3.1766 1.7657 5.0693
H 6.4979 0.8600 2.5368
C -0.3692 3.6468 -2.8046
C 0.9218 3.1726 -2.1454
O 2.0389 3.7663 -2.7729
P 1.1282 1.3287 -2.3214
O 0.5938 1.0384 -3.8055
O 2.6430 0.9960 -2.4810
O 0.4293 0.3829 -1.3879
P 0.9249 3.5461 -0.3305
O 0.1854 4.9955 -0.2900
O 2.3311 3.7084 0.1045
O -0.0310 2.5449 0.2697
H -0.5967 3.0761 -3.7038
H -0.2361 4.6935 -3.0704
H -1.1917 3.5765 -2.0953
H 2.7287 3.8619 -2.0962
H 1.1671 0.3907 -4.2407
H 3.2507 1.1125 -1.7120
H 0.7647 5.5789 0.2223
O -1.7443 0.1575 0.4080
P -2.6576 -0.5149 -0.5648
C -3.6882 -1.7234 0.2970
C -4.0503 -2.9480 -0.2512
C -4.8378 -3.8224 0.4835
C -5.2662 -3.4706 1.7550
C -4.9189 -2.2393 2.2964
C -4.1272 -1.3658 1.5703
C -3.7878 0.6627 -1.3318
C -3.2932 1.9425 -1.5530
C -4.0642 2.8720 -2.2327
C -5.3293 2.5172 -2.6804
C -5.8241 1.2381 -2.4588
C -5.0519 0.3031 -1.7868
C -1.8632 -1.3472 -1.9554
C -2.1084 -1.0477 -3.2899
C -1.3517 -1.6686 -4.2724
C -0.3565 -2.5737 -3.9288
C -0.1226 -2.8818 -2.5951
C -0.8837 -2.2734 -1.6129
H -3.7093 -3.2141 -1.2447
H -5.1106 -4.7833 0.0660
H -5.8621 -4.1657 2.3328
H -5.2593 -1.9668 3.2868
H -3.8248 -0.4107 1.9826
H -2.3062 2.1806 -1.1737
H -3.6834 3.8679 -2.4200
H -5.9395 3.2430 -3.2035
H -6.8117 0.9724 -2.8139
H -5.4275 -0.6980 -1.6104
H -2.8660 -0.3244 -3.5659
H -1.5225 -1.4266 -5.3146
H 0.2424 -3.0332 -4.7053
H 0.6608 -3.5758 -2.3180
H -0.7017 -2.4525 -0.5635
N 0.7693 -1.2730 1.1964
C 1.4507 -2.2893 1.7274
C 2.5714 -2.0820 2.5916
C 3.3309 -3.1267 3.0698
C 3.0219 -4.4452 2.7440
C 1.8963 -4.6893 1.9654
C 1.1208 -3.6547 1.4815
H 2.8004 -1.0663 2.8685
H 4.1741 -2.9174 3.7193
H 3.6278 -5.2656 3.1072
H 1.6146 -5.7119 1.7371
H 0.2374 -3.8865 0.9021
*
```

## Properties
HOMO-LUMO gap (alpha / beta) = 5.750 / 6.497 eV
LUMO (alpha / beta) = 0.0728 / 0.0728 hartree
electronic energy = -3672.91006 Eh
max |F| = 1.38 eV/A
HOMO (alpha / beta) = -3.77 / -4.52 eV